Entry 1:
Density functional theory data (the ωB97M-V functional and the def2-TZVPD basis) for a structure of composition C53H45LuN13O2S.

Results
ΔE to the lowest compared entry with this formula, charge and spin, eV: 0.3480
Charge: +1
Kohn-Sham gap, eV: 6.425

Last column: Löwdin charge in e.
Geometry (Å):
Lu (0.46, -0.10, 1.01)  1.68
C (5.08, -0.44, 2.32)  -0.03
C (3.76, 0.03, 2.21)  -0.11
N (2.73, -0.73, 1.96)  0.04
C (2.94, -2.08, 1.83)  -0.16
C (4.23, -2.64, 1.83)  -0.16
C (5.31, -1.77, 2.11)  -0.01
C (4.41, -4.02, 1.60)  -0.05
C (3.31, -4.80, 1.39)  -0.07
C (2.01, -4.26, 1.44)  -0.05
C (1.78, -2.92, 1.69)  -0.25
N (0.55, -2.27, 1.76)  -0.05
C (-0.56, -2.92, 2.26)  -0.22
C (-0.62, -4.15, 2.89)  -0.02
C (-1.82, -4.69, 3.39)  -0.07
C (-3.00, -4.01, 3.30)  -0.05
C (-2.99, -2.71, 2.75)  -0.16
C (-4.15, -1.90, 2.71)  0.00
C (-4.08, -0.62, 2.25)  -0.04
C (-2.82, -0.13, 1.84)  -0.14
N (-1.73, -0.87, 1.83)  -0.02
C (-1.79, -2.16, 2.26)  -0.19
H (5.88, 0.25, 2.55)  0.11
H (3.56, 1.09, 2.34)  0.08
H (6.31, -2.17, 2.15)  0.12
H (5.41, -4.44, 1.62)  0.11
H (3.42, -5.86, 1.20)  0.11
H (1.17, -4.92, 1.26)  0.11
H (0.29, -4.72, 3.04)  0.10
H (-1.79, -5.66, 3.86)  0.11
H (-3.93, -4.43, 3.67)  0.11
H (-5.08, -2.31, 3.06)  0.12
H (-4.94, 0.03, 2.24)  0.11
H (-2.72, 0.90, 1.53)  0.10
N (-4.75, 5.25, 0.60)  0.18
C (-5.93, 5.82, 0.17)  -0.19
C (-6.81, 6.71, 0.79)  -0.02
C (-7.92, 7.07, 0.05)  -0.08
C (-8.15, 6.57, -1.25)  -0.09
C (-7.27, 5.69, -1.84)  -0.02
C (-6.15, 5.30, -1.11)  -0.22
N (-5.13, 4.43, -1.45)  0.18
C (-4.33, 4.43, -0.42)  -0.29
C (-3.12, 3.61, -0.31)  -0.11
C (-2.88, 2.58, -1.21)  0.01
C (-1.81, 1.74, -1.00)  -0.14
N (-0.97, 1.87, 0.03)  -0.01
C (-1.14, 2.93, 0.82)  -0.15
C (-2.19, 3.82, 0.70)  0.00
H (-4.34, 5.32, 1.52)  0.15
H (-6.64, 7.09, 1.78)  0.11
H (-8.63, 7.76, 0.48)  0.10
H (-9.03, 6.90, -1.78)  0.10
H (-7.44, 5.30, -2.83)  0.11
H (-3.56, 2.43, -2.04)  0.12
H (-1.62, 0.90, -1.65)  0.08
H (-0.42, 3.07, 1.61)  0.08
H (-2.28, 4.61, 1.42)  0.08
N (4.46, 6.44, -1.10)  0.19
C (3.89, 5.51, -0.77)  -0.16
C (3.18, 4.32, -0.35)  -0.20
C (2.71, 3.42, -1.30)  0.00
C (2.06, 2.28, -0.85)  -0.13
N (1.86, 2.01, 0.44)  0.00
C (2.29, 2.90, 1.34)  -0.14
C (2.96, 4.07, 1.00)  0.02
H (2.85, 3.60, -2.35)  0.13
H (1.68, 1.55, -1.55)  0.10
H (2.07, 2.68, 2.37)  0.10
H (3.30, 4.75, 1.76)  0.13
N (-2.49, 4.29, 3.71)  0.11
C (-1.70, 3.51, 4.03)  -0.38
N (-0.78, 2.65, 4.41)  0.10
C (-0.26, 1.80, 3.62)  -0.37
N (0.29, 1.00, 2.96)  0.01
O (-0.94, -1.07, -0.87)  -0.62
S (-2.15, -1.97, -0.96)  1.00
C (-3.53, -1.09, -1.71)  -0.32
C (-4.34, -2.23, -2.31)  -0.22
C (-3.34, -3.09, -3.11)  -0.20
C (-1.95, -2.97, -2.46)  -0.30
H (-3.13, -0.43, -2.48)  0.10
H (-4.04, -0.52, -0.94)  0.09
H (-5.15, -1.85, -2.93)  0.12
H (-4.80, -2.82, -1.52)  0.12
H (-3.28, -2.73, -4.14)  0.11
H (-3.66, -4.13, -3.15)  0.11
H (-1.23, -2.42, -3.06)  0.10
H (-1.52, -3.92, -2.17)  0.08
C (4.50, -3.51, -3.39)  0.02
N (3.55, -3.17, -2.34)  -0.05
N (3.39, -1.86, -1.93)  0.08
C (2.16, -1.72, -1.33)  -0.37
O (1.81, -0.66, -0.76)  -0.15
C (1.51, -2.98, -1.48)  0.05
C (2.39, -3.82, -2.09)  -0.25
C (2.23, -5.24, -2.51)  0.01
C (4.52, -1.01, -1.78)  -0.19
C (5.71, -1.52, -1.28)  -0.03
C (6.81, -0.69, -1.18)  -0.06
C (6.72, 0.65, -1.54)  -0.07
C (5.52, 1.15, -2.03)  -0.06
C (4.42, 0.32, -2.17)  -0.01
H (5.15, -2.66, -3.57)  0.09
H (3.97, -3.74, -4.32)  0.10
H (5.10, -4.36, -3.08)  0.10
H (0.56, -3.23, -1.04)  0.10
H (1.32, -5.65, -2.06)  0.09
H (3.08, -5.84, -2.18)  0.09
H (2.15, -5.33, -3.59)  0.09
H (5.76, -2.56, -0.98)  0.12
H (7.75, -1.09, -0.81)  0.11
H (7.58, 1.30, -1.44)  0.11
H (5.45, 2.19, -2.32)  0.11
H (3.50, 0.68, -2.60)  0.11

Entry 2:
Density functional theory data (the ωB97M-V functional and the def2-TZVPD basis) for a structure of composition C45H43N5O6PSe2W in a non-equilibrium geometry.

Results
ΔE to the lowest compared entry with this formula, charge and spin, eV: 0.4466
Charge: +1
Kohn-Sham gap (alpha / beta), eV: 5.247 / 5.259

Last column: Löwdin charge in e.
Geometry (Å):
W (-0.87, -0.03, 0.74)  1.64
Se (-2.81, 2.28, 1.29)  0.75
Se (-2.60, -0.39, 2.62)  0.89
C (-1.12, 0.30, 3.52)  -0.72
C (-0.81, 0.26, 4.83)  -0.08
C (0.56, 0.60, 5.17)  -0.08
C (1.40, 1.09, 4.25)  -0.06
C (1.01, 1.29, 2.80)  -0.21
N (-0.29, 0.71, 2.52)  -0.22
C (-3.60, 1.22, -0.02)  -0.77
C (-4.84, 1.46, -0.59)  -0.09
C (-5.37, 0.55, -1.48)  -0.04
C (-4.63, -0.60, -1.77)  -0.04
C (-3.41, -0.77, -1.19)  -0.14
N (-2.87, 0.12, -0.32)  -0.19
H (-1.50, -0.12, 5.56)  0.11
H (0.91, 0.44, 6.18)  0.12
H (2.43, 1.31, 4.50)  0.12
H (1.78, 0.79, 2.21)  0.11
H (-5.38, 2.35, -0.31)  0.11
H (-6.33, 0.72, -1.93)  0.12
H (-5.00, -1.34, -2.46)  0.12
H (-2.81, -1.64, -1.41)  0.08
O (-0.15, 1.74, 0.12)  -0.33
C (1.04, 2.24, 0.00)  -0.40
C (1.57, 2.23, -1.39)  -0.13
C (2.60, 3.12, -1.70)  -0.01
C (3.03, 3.26, -3.02)  -0.05
C (2.40, 2.54, -4.02)  -0.05
C (1.39, 1.64, -3.70)  -0.09
C (0.97, 1.44, -2.39)  -0.24
P (-0.22, 0.05, -2.10)  1.14
C (-1.41, 0.31, -3.45)  -0.37
C (-2.25, 1.42, -3.34)  -0.10
C (-3.17, 1.70, -4.34)  -0.07
C (-3.26, 0.87, -5.45)  -0.07
C (-2.43, -0.23, -5.56)  -0.06
C (-1.50, -0.51, -4.57)  -0.07
C (0.72, -1.43, -2.59)  -0.35
C (0.10, -2.66, -2.35)  -0.10
C (0.72, -3.85, -2.66)  -0.06
C (1.99, -3.84, -3.21)  -0.06
C (2.62, -2.63, -3.47)  -0.06
C (1.99, -1.44, -3.16)  -0.09
H (3.04, 3.71, -0.91)  0.11
H (3.82, 3.96, -3.25)  0.11
H (2.70, 2.67, -5.05)  0.12
H (0.92, 1.07, -4.50)  0.11
H (-2.18, 2.07, -2.48)  0.11
H (-3.81, 2.57, -4.24)  0.11
H (-3.98, 1.09, -6.22)  0.11
H (-2.50, -0.87, -6.43)  0.11
H (-0.86, -1.38, -4.67)  0.11
H (-0.89, -2.68, -1.90)  0.07
H (0.22, -4.79, -2.46)  0.10
H (2.49, -4.77, -3.45)  0.11
H (3.61, -2.62, -3.91)  0.11
H (2.50, -0.51, -3.37)  0.10
O (-1.41, -1.94, 0.29)  -0.30
C (-0.96, -2.85, 1.13)  -0.56
O (-0.43, -2.56, 2.18)  0.02
C (-1.14, -4.27, 0.67)  -0.11
C (-0.36, -5.25, 1.27)  0.02
C (-0.45, -6.57, 0.84)  0.03
C (-1.34, -6.85, -0.18)  -0.13
C (-2.15, -5.90, -0.78)  0.02
C (-2.03, -4.59, -0.34)  -0.01
N (-1.44, -8.25, -0.66)  -0.35
O (-2.32, -8.51, -1.45)  0.09
O (-0.63, -9.04, -0.24)  0.09
H (0.31, -4.98, 2.08)  0.13
H (0.15, -7.35, 1.27)  0.13
H (-2.84, -6.18, -1.56)  0.12
H (-2.64, -3.82, -0.79)  0.11
N (1.64, 2.86, 0.97)  0.19
C (1.15, 2.74, 2.23)  -0.13
N (0.99, 3.84, 2.92)  0.02
C (0.31, 3.94, 4.22)  -0.10
C (1.27, 4.51, 5.26)  -0.16
C (1.81, 5.86, 4.80)  -0.19
C (2.41, 5.75, 3.40)  -0.16
C (1.41, 5.16, 2.42)  -0.11
H (-0.11, 2.99, 4.50)  0.11
H (-0.51, 4.64, 4.05)  0.14
H (2.08, 3.80, 5.42)  0.11
H (0.74, 4.60, 6.21)  0.12
H (2.56, 6.23, 5.50)  0.12
H (1.00, 6.59, 4.79)  0.12
H (3.30, 5.12, 3.41)  0.12
H (2.72, 6.73, 3.03)  0.12
H (1.81, 5.05, 1.42)  0.11
H (0.50, 5.77, 2.36)  0.14
C (2.48, -1.72, 2.06)  -0.03
C (2.10, -1.39, 0.62)  -0.42
C (3.22, -0.61, -0.04)  -0.03
O (0.90, -0.60, 0.51)  -0.39
H (3.15, -2.58, 2.05)  0.10
H (1.62, -1.96, 2.68)  0.07
H (3.03, -0.90, 2.52)  0.08
H (1.89, -2.30, 0.06)  0.14
H (3.40, 0.32, 0.49)  0.08
H (3.01, -0.39, -1.08)  0.05
H (4.14, -1.20, -0.01)  0.10

Entry 3:
Density functional theory data (the ωB97M-V functional and the def2-TZVPD basis) for a structure of composition C3F6FeNO4S2 in a non-equilibrium geometry.

Results
Multiplicity: 6
Kohn-Sham gap (alpha / beta), eV: 8.394 / 6.326

Last column: Löwdin charge in e.
Geometry (Å):
Fe (-1.61, -1.24, 2.60)  0.95
O (2.57, -0.65, 2.33)  0.17
C (1.55, -1.18, 2.63)  -0.48
O (0.73, -1.29, 3.51)  -0.01
N (0.66, 0.58, -0.93)  -0.52
S (0.97, -0.89, -0.40)  0.99
O (0.32, -1.19, 1.03)  -0.65
C (-0.09, -2.07, -1.41)  -0.79
F (0.28, -1.96, -2.68)  0.14
F (-1.38, -1.80, -1.32)  0.11
F (0.13, -3.31, -1.00)  0.13
S (-0.92, 1.11, -1.00)  0.86
O (-1.29, 1.38, -2.44)  -0.47
C (-0.53, 2.82, -0.35)  -0.79
F (-0.14, 2.74, 0.92)  0.11
F (0.41, 3.42, -1.06)  0.14
F (-1.64, 3.54, -0.42)  0.12

Entry 4:
Density functional theory data (the ωB97M-V functional and the def2-TZVPD basis) for the ion C9H12NOS with charge +1 in a non-equilibrium geometry.

Results
ΔE to the lowest compared entry with this formula, charge and spin, eV: 1.0935
Charge: +1
Kohn-Sham gap, eV: 9.909
SMILES: O[C@@]1(c2ccccc2)[NH2+]CCS1

Last column: Löwdin charge in e.
Geometry (Å):
C (3.67, 0.51, 0.33)  -0.07
C (2.63, 1.34, -0.10)  -0.07
C (3.35, -0.73, 0.80)  -0.06
C (1.31, 0.99, -0.14)  -0.10
C (2.03, -1.13, 0.75)  -0.02
C (0.99, -0.25, 0.38)  -0.18
C (-2.68, -0.09, -0.60)  -0.15
C (-2.70, 0.99, 0.41)  -0.41
C (-0.56, -0.55, 0.54)  -0.75
N (-1.16, -0.23, -0.78)  0.03
O (-0.71, -1.91, 0.78)  -0.02
S (-1.39, 0.57, 1.64)  1.06
H (4.60, 0.99, 0.48)  0.11
H (2.90, 2.41, -0.31)  0.14
H (4.19, -1.35, 1.32)  0.16
H (0.68, 1.90, -0.24)  0.13
H (1.76, -2.03, 1.25)  0.11
H (-2.78, -1.07, -0.08)  0.13
H (-3.25, 0.05, -1.57)  0.17
H (-2.46, 1.90, -0.07)  0.08
H (-3.74, 1.06, 0.70)  0.11
H (-0.88, -1.02, -1.45)  0.23
H (-0.65, 0.71, -1.10)  0.20
H (-1.35, -2.27, 1.49)  0.17